No. 1
{
  "formula": "C10H31AgO12",
  "method": "wB97M-V/def2-TZVPD",
  "energy_ha": -1449.385835,
  "homo_ev": -9.06,
  "charge": 0,
  "species": ["Ag", "O", "C", "O", "O", "H", "C", "O", "H", "H", "H", "H", "C", "O", "H", "H", "H", "H", "C", "O", "H", "H", "H", "H", "C", "C", "O", "O", "H", "H", "H", "H", "H", "H", "C", "C", "O", "O", "H", "H", "H", "H", "H", "H", "C", "C", "O", "O", "H", "H", "H", "H", "H", "H"],
  "positions_angstrom": [[0.79545, -1.09701, 1.09778], [0.37328, 2.21659, -1.27669], [0.18455, 0.98269, -0.72948], [-0.18160, 0.95623, 0.48272], [0.43430, -0.01993, -1.44748], [0.33083, 2.08264, -2.23386], [-2.75997, -0.14695, -2.78755], [-4.09179, 0.31626, -2.63505], [-2.04405, 0.30920, -2.09774], [-2.72887, -1.23924, -2.81691], [-2.42722, 0.19953, -3.77114], [-4.49102, -0.16124, -1.89950], [0.82365, 2.55665, -4.58171], [-0.58338, 2.38077, -4.50150], [1.33807, 1.58833, -4.57566], [1.15137, 3.15302, -5.43392], [1.12762, 3.07600, -3.67319], [-0.93789, 2.12846, -5.35716], [3.19851, -2.34796, -1.40700], [1.87202, -2.25642, -0.91231], [3.27021, -2.49685, -2.48151], [3.72138, -1.40361, -1.17523], [3.74836, -3.08820, -0.83155], [1.38901, -1.65244, -1.49955], [3.17063, 1.03122, 1.98319], [4.04437, 1.17309, 0.73297], [3.50303, 2.10370, -0.17024], [2.75878, -0.31572, 2.24272], [2.29012, 1.67218, 1.88342], [3.61837, 1.47153, 2.88563], [4.04101, 0.17119, 0.28452], [5.07284, 1.42729, 0.98162], [2.96057, 1.67030, -0.83435], [3.37816, -0.72825, 2.84897], [-2.40553, -2.70229, 0.86143], [-3.41249, -1.59486, 1.08642], [-4.34634, -1.51166, -0.00245], [-1.28468, -2.22973, 0.09448], [-2.87754, -3.49042, 0.26410], [-1.97243, -3.12999, 1.76046], [-2.93934, -0.61651, 1.15433], [-3.98727, -1.69974, 2.01455], [-5.05224, -2.15733, 0.07898], [-1.59572, -1.66331, -0.62375], [-1.26578, 1.29800, 3.84363], [-0.55537, -0.02399, 4.06355], [-0.96426, -1.01686, 3.10626], [-0.52511, 2.21525, 3.09431], [-1.44520, 1.74654, 4.82129], [-2.24321, 1.08790, 3.38889], [-0.72177, -0.39816, 5.08301], [0.52775, 0.13230, 4.00329], [-0.83117, -1.90078, 3.45811], [-0.45301, 1.94252, 2.15587]],
  "forces_ev_per_a": [[-0.3, -0.1, -0.2], [-0.4, -0.1, 0.0], [0.1, -0.4, 0.5], [0.4, 0.2, -0.6], [-0.2, 0.5, 0.1], [0.1, 0.0, 0.1], [-0.1, 0.4, -0.8], [0.0, -0.1, 0.2], [-0.2, -0.3, 0.3], [0.2, 0.0, 0.3], [-0.1, -0.1, 0.0], [0.1, 0.1, 0.1], [0.1, -0.3, 0.2], [0.0, 0.2, 0.1], [0.0, 0.1, -0.2], [-0.1, 0.0, -0.1], [0.0, 0.2, -0.1], [0.1, -0.1, 0.0], [0.5, 1.2, 0.9], [0.1, -0.5, -0.4], [-0.2, -0.4, 0.0], [0.0, -0.1, -0.3], [-0.2, -0.4, -0.2], [-0.2, 0.2, 0.3], [0.0, 1.1, 0.7], [-0.7, -1.0, 0.0], [0.4, 0.6, -0.1], [0.0, 0.1, 0.1], [-0.2, -0.5, -0.4], [0.4, -0.4, -0.1], [0.3, 0.1, 0.0], [0.0, 0.3, -0.1], [-0.1, -0.1, 0.1], [0.0, -0.1, 0.0], [0.5, 0.4, -1.0], [-1.0, 0.1, 0.4], [0.3, 0.4, -0.4], [0.0, -0.2, 0.3], [-0.2, -0.1, 0.3], [-0.2, 0.1, 0.2], [0.3, -0.1, -0.1], [0.2, -0.3, 0.0], [0.1, -0.1, 0.2], [0.1, 0.0, 0.0], [-0.2, -0.4, -0.2], [0.5, -0.5, 0.6], [0.0, 0.2, -0.3], [0.3, 0.3, -0.5], [0.0, 0.1, 0.0], [0.0, 0.0, 0.0], [-0.3, 0.0, -0.2], [0.0, 0.1, -0.2], [0.1, 0.1, 0.2], [-0.1, -0.1, 0.3]],
  "nbo_charge": [0.9037, -0.7126, 0.9663, -0.8576, -0.8370, 0.4928, -0.2541, -0.7343, 0.1729, 0.1559, 0.1794, 0.4787, -0.2596, -0.7272, 0.1671, 0.1736, 0.1782, 0.4717, -0.2440, -0.7699, 0.1748, 0.1494, 0.1791, 0.5177, -0.1148, -0.0945, -0.7152, -0.7749, 0.2225, 0.1736, 0.1707, 0.1767, 0.4835, 0.4875, -0.0842, -0.1054, -0.7500, -0.7544, 0.1744, 0.1755, 0.2176, 0.1734, 0.4731, 0.4951, -0.0837, -0.0962, -0.7577, -0.7409, 0.1793, 0.1719, 0.1638, 0.1785, 0.4758, 0.5143]
}

***

No. 2
{
  "formula": "C10H31O7V",
  "method": "wB97M-V/def2-TZVPD",
  "s2": 4.011,
  "energy_ha": -1869.907200,
  "homo_ev": [-2.85, -3.37],
  "multiplicity": 4,
  "charge": -1,
  "species": ["V", "C", "O", "H", "H", "H", "C", "O", "H", "H", "H", "O", "H", "C", "C", "O", "H", "H", "H", "H", "H", "H", "C", "C", "O", "H", "H", "H", "H", "H", "H", "C", "C", "O", "H", "H", "H", "H", "H", "H", "C", "C", "O", "H", "H", "H", "H", "H", "H"],
  "positions_angstrom": [[0.20612, -0.07929, -0.28317], [1.61425, 4.18658, 1.15893], [1.36235, 3.05717, 0.40941], [1.45779, 5.12318, 0.62375], [1.01618, 4.25772, 2.06742], [2.69121, 4.19714, 1.32666], [-4.24760, 0.66517, -1.37819], [-2.88576, 0.61003, -1.71561], [-4.88856, 0.38039, -2.21256], [-4.49287, 0.17618, -0.43540], [-4.52306, 1.67445, -1.07229], [1.23522, -0.49383, -2.93422], [2.10650, -0.52250, -3.37532], [4.02107, -3.69437, 0.56333], [3.55224, -2.70132, 1.63306], [3.12242, -1.64090, 0.83135], [3.23528, -3.88972, -0.16638], [4.37409, -4.61862, 1.02077], [4.75704, -3.24354, -0.10240], [4.28716, -2.34713, 2.35594], [2.73807, -3.14076, 2.20935], [3.89563, -1.09927, 0.65707], [-3.01968, -4.59512, 0.03129], [-1.71750, -4.28205, 0.72668], [-1.02461, -3.29160, -0.02649], [-2.76883, -4.85193, -0.99789], [-3.73858, -3.77644, -0.00099], [-3.49283, -5.45951, 0.49718], [-1.07721, -5.16388, 0.74936], [-1.81103, -3.95055, 1.76082], [-0.68114, -3.65988, -0.84380], [2.52073, 4.73478, -4.28264], [0.98317, 4.86669, -4.19100], [0.46756, 3.68693, -3.63754], [2.85714, 3.95718, -4.96840], [3.00456, 4.62213, -3.31242], [2.93440, 5.65712, -4.69040], [0.55632, 5.06071, -5.17500], [0.77813, 5.67377, -3.48766], [0.86625, 3.62857, -2.76619], [-3.09309, -0.33315, 3.96967], [-1.89796, 0.57542, 3.55176], [-0.87886, -0.23285, 2.95302], [-3.94703, 0.28082, 4.25589], [-2.87307, -1.00728, 4.79745], [-3.46691, -0.92121, 3.13149], [-1.51154, 1.24038, 4.32416], [-2.27623, 1.25544, 2.78849], [-0.32685, -0.57120, 3.66181]],
  "forces_ev_per_a": [[0.3, 1.0, -2.2], [0.3, -1.3, -1.0], [-0.7, -0.8, -0.5], [-0.5, 0.6, -0.5], [0.1, 0.1, 0.7], [0.5, 0.3, 1.0], [2.1, 0.6, 0.2], [-0.4, -0.5, 0.7], [-0.4, -0.3, 0.0], [-0.3, -1.1, 0.1], [-0.2, 0.9, -0.4], [-0.4, -0.1, 1.3], [-0.5, 0.1, 0.9], [0.4, -0.5, 0.5], [0.2, -1.0, -1.3], [-1.2, 1.7, 0.4], [-0.5, -0.2, 0.5], [0.2, -0.2, -0.3], [0.6, 0.0, 0.5], [0.4, -0.3, -0.1], [-0.3, 0.3, -0.1], [-0.2, 0.3, -0.2], [-0.2, -0.4, 0.1], [0.4, 0.0, -0.7], [0.4, 0.9, 0.6], [-0.2, -0.1, -0.1], [0.2, 0.1, 0.2], [-0.1, -0.1, 0.0], [-0.1, -0.4, 0.1], [-0.1, 0.3, -0.2], [-0.1, -0.1, -0.1], [0.0, 0.9, -0.6], [1.6, -0.5, 0.8], [-0.6, -0.1, -0.4], [-0.3, -0.3, 0.2], [-0.3, -0.3, 0.1], [0.1, 0.3, -0.1], [-0.2, -0.1, 0.1], [-0.2, 0.6, -0.3], [-0.1, -0.4, 0.4], [0.2, 0.8, 0.1], [-1.3, -0.8, -0.6], [0.2, 0.3, 0.0], [0.0, 0.2, 0.2], [0.2, 0.0, 0.0], [0.4, 0.0, -0.2], [0.1, -0.4, 0.3], [0.2, -0.1, -0.2], [0.1, -0.1, -0.1]],
  "nbo_charge": [1.4950, -0.2177, -0.9996, 0.0961, 0.0996, 0.1028, -0.2521, -0.8133, 0.1280, 0.1083, 0.1297, -1.3017, 0.4220, -0.6303, -0.0634, -0.7337, 0.2251, 0.1914, 0.2064, 0.1616, 0.1674, 0.4778, -0.6292, -0.0567, -0.7467, 0.2047, 0.2262, 0.1983, 0.1513, 0.1761, 0.4785, -0.6331, -0.0543, -0.7064, 0.2056, 0.2101, 0.1828, 0.1629, 0.1485, 0.4803, -0.6363, -0.0720, -0.7424, 0.2082, 0.1923, 0.2201, 0.1705, 0.1935, 0.4681]
}

***

No. 3
{
  "formula": "C10H32N4O6",
  "method": "wB97M-V/def2-TZVPD",
  "smiles": "NC(N)=O.NC(N)=O.CC(C)O.CC(C)O.CO.CO",
  "energy_ha": -1070.516441,
  "homo_ev": -9.25,
  "charge": 0,
  "species": ["N", "C", "N", "O", "H", "H", "H", "H", "N", "C", "N", "O", "H", "H", "H", "H", "C", "C", "C", "O", "H", "H", "H", "H", "H", "H", "H", "H", "C", "C", "C", "O", "H", "H", "H", "H", "H", "H", "H", "H", "C", "O", "H", "H", "H", "H", "C", "O", "H", "H", "H", "H"],
  "positions_angstrom": [[27.34500, 0.04600, 23.00200], [28.11800, 1.03600, 23.23000], [28.23600, 1.85800, 22.18400], [28.66000, 1.30600, 24.49200], [26.96000, -0.36700, 23.87500], [26.97000, -0.31100, 22.10000], [28.90700, 2.63600, 22.29400], [27.97700, 1.63400, 21.24900], [23.67600, 3.12400, 24.14400], [24.65800, 2.28900, 24.09800], [25.21500, 2.17100, 22.91900], [24.96600, 1.48600, 25.17300], [23.09800, 3.02000, 25.06800], [23.27800, 3.60400, 23.37000], [25.96700, 1.49600, 22.85400], [24.81500, 2.61900, 22.06000], [25.02400, 4.13500, 19.89700], [24.42900, 5.08000, 20.83200], [23.60600, 6.21800, 20.20100], [23.68500, 4.46700, 21.60700], [24.27100, 3.57100, 19.30000], [25.74400, 3.45000, 20.32300], [25.66000, 4.75700, 19.24700], [25.18400, 5.54400, 21.46100], [22.82000, 6.61000, 20.86900], [23.08100, 5.78800, 19.34900], [24.19600, 7.00200, 19.72700], [22.86400, 4.17800, 21.12000], [30.61500, 6.32100, 19.23300], [30.21500, 4.86600, 19.45700], [29.00700, 4.76800, 20.28800], [30.00700, 4.28800, 18.35400], [31.40700, 6.41900, 18.50600], [30.98200, 6.72700, 20.17300], [29.78200, 6.78400, 18.79000], [30.91700, 4.22300, 19.98600], [29.08000, 5.56100, 21.10600], [28.75700, 3.77000, 20.75100], [28.10100, 5.06200, 19.75900], [29.65600, 3.35700, 18.45700], [24.85700, 7.15700, 24.15600], [24.25700, 6.34100, 25.08600], [24.17400, 7.24800, 23.29100], [25.66600, 6.53000, 23.84500], [25.18400, 8.12900, 24.46500], [24.53600, 5.44100, 24.91400], [27.64000, 4.55600, 24.06400], [27.28100, 4.79200, 22.72400], [26.97900, 3.76400, 24.41000], [27.55200, 5.44700, 24.62800], [28.66700, 4.28200, 24.05800], [26.94100, 3.99600, 22.42900]],
  "forces_ev_per_a": [[-3.6, -5.0, 0.8], [4.4, 3.7, 6.6], [2.2, 2.7, 0.0], [-2.8, -1.3, -7.0], [0.4, 0.1, -1.1], [0.7, 0.8, 1.2], [-0.6, -0.9, -0.1], [-0.1, -0.4, -0.3], [-4.2, 1.5, 4.7], [1.5, -5.5, 5.4], [1.5, -0.2, -3.1], [-1.0, 3.8, -5.1], [1.5, 0.5, -2.6], [0.1, 0.3, -0.4], [-0.5, 0.3, -0.1], [0.6, -0.6, 1.6], [1.7, 0.3, -2.9], [4.2, 5.9, -3.9], [0.1, 0.0, -1.3], [-8.2, -6.1, 6.5], [0.4, 0.4, 0.3], [-0.1, -0.4, 0.5], [-0.2, -0.5, -0.5], [0.7, 0.2, -0.1], [0.8, 0.0, 0.0], [-0.4, -0.2, -0.2], [0.1, 0.2, 0.4], [0.9, 0.3, 0.8], [1.3, -1.4, 0.6], [1.3, 1.6, 5.6], [-1.9, 1.6, 3.1], [-1.7, -5.0, -8.4], [0.4, -0.3, -0.2], [-0.4, 0.4, -0.1], [-1.2, 1.1, -0.1], [1.3, 0.8, 0.8], [-0.2, -1.4, -0.6], [0.7, 1.0, -0.6], [0.0, 0.1, -0.4], [0.6, 1.7, -0.2], [-0.1, -1.1, -2.2], [-1.4, -0.3, 2.2], [0.3, 0.4, 0.0], [1.3, 0.6, -1.0], [0.0, 0.4, 0.7], [-0.1, -0.1, 0.1], [-0.4, -0.8, -0.5], [0.3, 2.9, 0.0], [0.4, -0.1, 0.8], [-0.4, 0.9, 0.6], [0.9, -0.7, 0.6], [-1.1, -2.4, -1.1]],
  "nbo_charge": [-0.8330, 0.7411, -0.8547, -0.7017, 0.4513, 0.4048, 0.4258, 0.3873, -0.8322, 0.7436, -0.8618, -0.7482, 0.4261, 0.4170, 0.4109, 0.4094, -0.6321, 0.0725, -0.6426, -0.7093, 0.2016, 0.1981, 0.2232, 0.2002, 0.2232, 0.1923, 0.2222, 0.4644, -0.6145, 0.0928, -0.6191, -0.6995, 0.2166, 0.2143, 0.2084, 0.1278, 0.2350, 0.1713, 0.2007, 0.4641, -0.2387, -0.7284, 0.1419, 0.1734, 0.1756, 0.4754, -0.2503, -0.7447, 0.1900, 0.1752, 0.1707, 0.4629]
}

***

No. 4
{
  "formula": "C10H32O6",
  "method": "wB97M-V/def2-TZVPD",
  "smiles": "CC(C)O.CC(C)O.CO.CO.CO.CO",
  "energy_ha": -851.548040,
  "homo_ev": -9.87,
  "charge": 0,
  "species": ["C", "C", "C", "O", "H", "H", "H", "H", "H", "H", "H", "H", "C", "C", "C", "O", "H", "H", "H", "H", "H", "H", "H", "H", "C", "O", "H", "H", "H", "H", "C", "O", "H", "H", "H", "H", "C", "O", "H", "H", "H", "H", "C", "O", "H", "H", "H", "H"],
  "positions_angstrom": [[16.42436, 20.63762, -11.28003], [16.10372, 20.34997, -12.74337], [17.02545, 19.28879, -13.29382], [14.73415, 19.93022, -12.86495], [15.82639, 21.43585, -10.84430], [17.46166, 20.97934, -11.21146], [16.39169, 19.73384, -10.66903], [16.12380, 21.30459, -13.28797], [16.93012, 19.17272, -14.37530], [16.88465, 18.37253, -12.72368], [18.06750, 19.62418, -13.23221], [14.55401, 19.93469, -13.84186], [10.67509, 19.88735, -13.43641], [10.70218, 21.17675, -12.62863], [9.70272, 21.17020, -11.47114], [12.02990, 21.40751, -12.11974], [10.89886, 18.96493, -12.89622], [11.20011, 19.87677, -14.39494], [9.63857, 19.73589, -13.77130], [10.44680, 21.99892, -13.30787], [9.38450, 22.15973, -11.15792], [10.18350, 20.58340, -10.68771], [8.80668, 20.62888, -11.78309], [12.57435, 20.81568, -12.65023], [10.72171, 13.88172, -11.23602], [11.31633, 14.21591, -10.00166], [9.67091, 14.15880, -11.29812], [11.30836, 14.33555, -12.03838], [10.88197, 12.82952, -11.50573], [10.94993, 13.66852, -9.30354], [11.34324, 15.78945, -15.85912], [12.59852, 16.25233, -16.25462], [10.67432, 16.49454, -15.34656], [10.75040, 15.54243, -16.74684], [11.33609, 14.86708, -15.26597], [13.06631, 16.58339, -15.46587], [13.84949, 21.06247, -16.27634], [14.48560, 19.96623, -15.60207], [14.27453, 21.99628, -15.91210], [14.03020, 20.99044, -17.34579], [12.79781, 21.08787, -15.98844], [14.14306, 19.14475, -15.98078], [13.89628, 16.62719, -13.03255], [13.94213, 17.48236, -14.16700], [13.58537, 15.62904, -13.36679], [14.79056, 16.41509, -12.44748], [13.04213, 16.94729, -12.42762], [14.39174, 18.30210, -13.88029]],
  "forces_ev_per_a": [[0.5, 0.1, -0.1], [-0.5, 0.6, 0.4], [0.8, 0.7, -0.5], [-0.3, -0.5, -0.7], [-0.3, -0.2, -0.1], [0.0, 0.0, -0.1], [-0.4, 0.0, 0.0], [0.6, -0.2, -0.1], [-0.6, -0.4, 0.1], [0.1, -0.2, -0.2], [0.0, -0.1, 0.5], [0.1, 0.5, 0.7], [-1.5, -0.5, -0.5], [0.4, 0.2, -0.1], [0.2, -0.8, -0.6], [-0.6, -0.2, -0.4], [0.4, 0.3, 0.3], [0.6, 0.3, 0.3], [0.0, 0.1, 0.1], [0.0, 0.0, -0.1], [0.3, 0.1, 0.2], [-0.2, 0.3, 0.3], [-0.1, 0.1, 0.0], [0.6, 0.2, 0.4], [0.7, -0.6, -0.7], [0.1, 0.2, 0.1], [0.0, 0.0, -0.1], [-0.3, 0.7, 0.2], [-0.5, -0.2, 0.5], [-0.1, 0.0, -0.1], [-1.5, -0.5, -0.4], [0.2, 0.2, 0.4], [0.6, 0.4, 0.2], [0.4, 0.0, -0.2], [0.4, 0.0, 0.1], [0.0, 0.1, -0.4], [0.1, -0.1, 0.6], [0.0, 0.1, -0.3], [0.3, -0.1, 0.0], [-0.3, 0.0, -0.1], [-0.2, 0.0, -0.5], [0.1, 0.0, 0.1], [-1.7, -1.0, -0.1], [1.1, 0.1, 0.4], [0.1, 0.1, -0.3], [0.3, 0.8, -0.2], [0.5, 0.1, 0.5], [-0.3, -0.6, 0.1]],
  "nbo_charge": [-0.6207, 0.0960, -0.6467, -0.7786, 0.2240, 0.2073, 0.2083, 0.1640, 0.2213, 0.2120, 0.2146, 0.4871, -0.6551, 0.0944, -0.6254, -0.7246, 0.2149, 0.2088, 0.2147, 0.1514, 0.2158, 0.2203, 0.2027, 0.4785, -0.2522, -0.7200, 0.1664, 0.1787, 0.1612, 0.4660, -0.2516, -0.7401, 0.1542, 0.1748, 0.1510, 0.4951, -0.2506, -0.7561, 0.1898, 0.1828, 0.1749, 0.4958, -0.2606, -0.7798, 0.1746, 0.1842, 0.1769, 0.4997]
}

***

Which formula does entry 2 have?
C10H31O7V